[1]
Below is a gas-phase ion, C3H8NO2S (charge +1) at a distorted geometry, with properties calculated with ωB97M-V with the def2-TZVPD basis set.

Element x y z (Å)
1 N -0.5346 0.6951 -1.2694
2 C 0.1944 -0.2548 -0.3982
3 C -0.5418 -0.7120 0.7903
4 S -1.6143 -2.1314 0.1745
5 C 1.4381 0.6396 0.0817
6 O 1.7445 1.6167 -0.5304
7 O 1.8578 0.3029 1.3145
8 H 0.1025 1.0331 -2.0012
9 H -1.3941 0.3127 -1.6733
10 H -0.7393 1.5532 -0.7420
11 H 0.7183 -1.0591 -0.9618
12 H 0.0201 -1.0392 1.6822
13 H -1.0982 -0.0339 1.4378
14 H -2.8334 -1.7026 0.6006
15 H 2.6801 0.7796 1.4946

total charge	+1
SMILES string	[NH3+][C@H](CS)C(=O)O
energy	-722.26908	hartree
LUMO level	-3.59	eV
gap between HOMO and LUMO	9.85	eV
largest force on an atom	4.101	eV/Å
HOMO	-0.4941	hartree

***

[2]
Below is 2 unconnected molecules or ions with the total composition C3H8NO3 at a distorted geometry, with properties calculated with ωB97M-V with the def2-TZVPD basis set.

Element x y z (Å)
1 O 2.0873 0.1313 -1.3802
2 C 0.9572 -0.3094 -1.1366
3 N 0.2153 0.0613 -0.1409
4 C 0.8297 0.9667 1.0906
5 O -0.1464 1.4341 1.7420
6 C 0.1813 -1.0984 -2.1572
7 H -0.6862 -0.2081 0.1544
8 H 1.4998 1.6843 0.5809
9 H 1.0778 0.0076 1.7957
10 H 0.7314 -1.9537 -2.8080
11 H -0.4782 -1.8316 -1.6818
12 H -0.3673 -0.5882 -2.9254
13 H -1.5937 1.1204 2.7222
14 H -1.9013 -0.0492 1.8342
15 O -2.4067 0.6330 2.3101

total charge	-1
energy	-399.55763	hartree
LUMO level	3.83	eV
gap between HOMO and LUMO	7.28	eV
largest force on an atom	5.027	eV/Å
HOMO	-0.1267	hartree

***

[3]
Below is a single C3H8NO3 molecule at a distorted geometry, with properties calculated with ωB97M-V with the def2-TZVPD basis set.

Element x y z (Å)
1 O -0.6570 1.4941 1.0993
2 C -0.4733 0.3120 0.9602
3 O -1.1725 -0.6463 1.6155
4 C 0.6702 -0.3205 0.1508
5 C 1.0700 0.6587 -0.9326
6 O 0.1176 0.5412 -1.9769
7 N 0.2453 -1.6169 -0.4365
8 H -1.7566 -0.2490 2.2818
9 H 1.4932 -0.4075 0.8628
10 H 2.0728 0.4698 -1.3134
11 H 1.1140 1.6526 -0.4965
12 H 0.1714 1.3136 -2.5523
13 H -0.4955 -2.0857 0.1066
14 H -0.1119 -1.4579 -1.3792
15 H 1.0615 -2.3276 -0.4729

energy	-399.47615	hartree
LUMO level (spin up / spin down)	0.72 / 0.39	eV
multiplicity	2
gap between HOMO and LUMO (spin up / spin down)	4.33 / 11.38	eV
expectation value of S²	0.751
largest force on an atom	2.148	eV/Å
HOMO (spin up / spin down)	-0.1325 / -0.4039	hartree

***

[4]
Below is 2 unconnected molecules or ions with the total composition C3H8NO4 at a distorted geometry, with properties calculated with ωB97M-V with the def2-TZVPD basis set.

Element x y z (Å)
1 O -2.0239 -0.6835 -0.4668
2 C -0.9914 -0.0610 -0.8173
3 O -0.7839 1.0307 -1.2015
4 C 0.3571 -0.7746 -0.3635
5 C 0.0804 -1.4634 0.9543
6 O 1.0707 -2.4009 1.5081
7 N 1.5663 0.0766 -0.2377
8 H 0.3063 -1.6049 -1.0655
9 H -0.8940 -2.0648 0.9239
10 H 0.2236 -0.6633 1.8902
11 H 1.7632 -2.5420 0.8973
12 H 1.5064 0.5577 0.6223
13 H 1.4974 0.9058 -0.8922
14 H -0.6983 3.7399 -0.4790
15 H -1.4235 2.4989 -0.7495
16 O -1.5563 3.4488 -0.5231

total charge	-1
energy	-474.85635	hartree
LUMO level	3.82	eV
gap between HOMO and LUMO	8.20	eV
largest force on an atom	6.720	eV/Å
HOMO	-0.1611	hartree

***

[5]
Below is a single C3H8NOP molecule at a distorted geometry, with properties calculated with ωB97M-V with the def2-TZVPD basis set.

Element x y z (Å)
1 C -1.7149 -0.7677 -0.5516
2 C -1.2627 0.6556 -0.3874
3 P -0.0068 0.8520 0.7961
4 C 1.5241 -0.2949 0.4362
5 N 2.0260 -0.0171 -0.7777
6 O 1.8115 -1.2507 1.1107
7 H -2.0756 -1.1567 0.4397
8 H -2.5996 -0.9529 -1.2126
9 H -0.9426 -1.6112 -0.7439
10 H -2.1113 1.2905 -0.0076
11 H 0.0858 0.6683 2.2021
12 H 0.4421 2.1386 0.8246
13 H 1.8738 0.8816 -1.0729
14 H 2.9502 -0.4355 -1.0558

SMILES string	CC=[PH2]C(N)=O
energy	-590.34971	hartree
LUMO level	0.78	eV
gap between HOMO and LUMO	8.35	eV
largest force on an atom	3.373	eV/Å
HOMO	-0.2783	hartree

***

[6]
Below is a gas-phase ion, C3H8NOS (charge +1) at a distorted geometry, with properties calculated with ωB97M-V with the def2-TZVPD basis set.

Element x y z (Å)
1 N -0.7854 -1.1816 0.7824
2 C -0.1494 -0.3845 -0.3292
3 C 1.3324 -0.7529 -0.2727
4 O 1.7223 -1.4105 0.6487
5 C -0.3497 1.1251 -0.0910
6 S 0.1932 2.0378 -1.5614
7 H -0.6854 -0.7257 1.6935
8 H -1.7579 -1.4601 0.6699
9 H -0.1447 -1.9867 0.8753
10 H -0.5402 -0.7904 -1.2639
11 H 2.0106 -0.2726 -0.9876
12 H -1.4467 1.1585 -0.0933
13 H 0.0412 1.5026 0.8476
14 H 0.5597 3.1409 -0.9183

total charge	+1
SMILES string	[NH3+][C@H](C=O)CS
energy	-647.00700	hartree
LUMO level	-3.79	eV
gap between HOMO and LUMO	9.59	eV
largest force on an atom	2.224	eV/Å
HOMO	-0.4918	hartree

***

[7]
Below is a gas-phase ion, C3H8NOS (charge +1) at a distorted geometry, with properties calculated with ωB97M-V with the def2-TZVPD basis set.

Element x y z (Å)
1 O -2.8582 -0.4925 -0.0318
2 S -1.9713 0.7295 0.4068
3 C -0.3098 0.1968 -0.4912
4 C 0.8118 1.1429 -0.1245
5 C 1.5581 -0.0939 0.5103
6 N 0.2905 -0.9250 0.2381
7 H -3.5433 -0.3837 -0.7268
8 H -0.6013 -0.0010 -1.5811
9 H 0.4302 1.8510 0.5862
10 H 1.3597 1.6611 -0.9281
11 H 2.5709 -0.3763 -0.1145
12 H 1.8444 -0.1068 1.4992
13 H 0.5183 -1.8087 -0.2974
14 H -0.1002 -1.3933 1.0549

total charge	+1
SMILES string	OS[C@H]1CC[NH2+]1
energy	-646.95197	hartree
LUMO level	-3.48	eV
gap between HOMO and LUMO	9.77	eV
largest force on an atom	4.561	eV/Å
HOMO	-0.4872	hartree

***

[8]
Below is a gas-phase ion, C3H8NOS (charge +1) at a distorted geometry, with properties calculated with ωB97M-V with the def2-TZVPD basis set.

Element x y z (Å)
1 C 1.7426 1.6456 -0.1230
2 C -0.5290 -0.9638 0.3769
3 C -1.2795 -0.7376 -1.0120
4 N -0.8243 -0.0802 1.3594
5 O 2.0716 0.4795 0.1635
6 S 1.4058 -1.0376 0.1202
7 H 2.6866 2.2319 -0.2912
8 H 0.7463 2.0312 -0.5617
9 H -0.5907 -1.9419 0.8227
10 H -0.4044 -0.5539 -1.6515
11 H -2.1549 0.0121 -1.1300
12 H -1.6678 -1.7577 -1.3093
13 H -0.3749 -0.1638 2.2098
14 H -0.8275 0.8361 1.0261

total charge	+1
energy	-646.80538	hartree
LUMO level (spin up / spin down)	-4.69 / -8.51	eV
multiplicity	3
gap between HOMO and LUMO (spin up / spin down)	7.25 / 6.30	eV
expectation value of S²	2.010
largest force on an atom	9.036	eV/Å
HOMO (spin up / spin down)	-0.4389 / -0.5443	hartree

***

[9]
Below is 2 unconnected molecules or ions with the total composition C3H8NP, with properties calculated with ωB97M-V with the def2-TZVPD basis set.

Element x y z (Å)
1 C 1.3416 -1.0466 0.3601
2 N 1.3963 -0.1755 -0.5348
3 C 1.5782 1.1989 -0.1963
4 H 1.4390 -0.8450 1.4352
5 H 1.1882 -2.0779 0.0724
6 H 0.6810 1.7392 -0.5188
7 H 1.7418 1.3711 0.8789
8 H 2.4250 1.5853 -0.7695
9 C -2.2009 -0.7023 -0.5308
10 P -3.3004 0.3883 0.0752
11 H -1.2750 -0.9738 -0.0552
12 H -2.3936 -1.1691 -1.4840
13 H -2.6213 0.7075 1.2677

SMILES string	C=NC.C=P
energy	-515.12030	hartree
LUMO level	0.30	eV
gap between HOMO and LUMO	10.05	eV
largest force on an atom	0.685	eV/Å
HOMO	-0.3581	hartree

***

[10]
Below is a single C3H8NPS molecule at a distorted geometry, with properties calculated with ωB97M-V with the def2-TZVPD basis set.

Element x y z (Å)
1 C 1.6177 -0.6140 -0.0423
2 C 0.8061 0.3348 0.8279
3 N -0.5245 -0.0441 1.1040
4 C -1.4815 0.0209 0.2072
5 P -0.7909 0.6624 -1.8130
6 S -2.9497 -0.7862 0.2860
7 H 0.7973 -1.0258 -0.8237
8 H 2.4026 -0.2907 -0.6462
9 H 1.9877 -1.4470 0.5159
10 H 1.4437 0.6047 1.7885
11 H 0.8051 1.2508 0.1404
12 H -0.6734 -0.2894 2.0975
13 H -1.4549 1.7613 -1.5911
14 H -1.9852 -0.1376 -2.0512

SMILES string	CCNC(P)=S
energy	-913.30018	hartree
LUMO level	0.29	eV
gap between HOMO and LUMO	8.33	eV
largest force on an atom	4.941	eV/Å
HOMO	-0.2955	hartree

***

[11]
Below is 2 unconnected molecules or ions with the total composition C3H8NS at a distorted geometry, with properties calculated with ωB97M-V with the def2-TZVPD basis set.

Element x y z (Å)
1 C -2.9056 -0.7215 0.9290
2 S -2.4494 0.6988 -0.2114
3 H -2.5247 -0.3872 1.8934
4 H -3.9868 -0.7450 0.9231
5 H -2.5144 -1.6732 0.5709
6 C 1.9409 0.8834 0.3351
7 C 1.6273 -0.2803 -1.6512
8 N 2.2193 0.6626 -1.0545
9 H 1.5506 0.0693 0.9540
10 H 1.2752 1.7418 0.4088
11 H 2.8778 1.1647 0.8374
12 H 1.8383 -0.3097 -2.7204
13 H 1.0514 -1.1035 -1.2142

total charge	-1
energy	-572.02014	hartree
LUMO level	3.95	eV
gap between HOMO and LUMO	6.04	eV
largest force on an atom	1.688	eV/Å
HOMO	-0.0768	hartree

***

[12]
Below is 2 unconnected molecules or ions with the total composition C3H8NS at a distorted geometry, with properties calculated with ωB97M-V with the def2-TZVPD basis set.

Element x y z (Å)
1 C -0.2358 2.6235 1.2410
2 S 1.3962 1.8334 1.2842
3 H -0.4724 3.0588 2.2148
4 H -0.3973 3.4082 0.4885
5 H -1.0278 1.8715 1.0890
6 C -0.7478 -2.3420 -1.0943
7 C 0.0919 -1.3146 -1.1582
8 N 1.3243 -1.1393 -0.4791
9 H -0.7073 -3.0869 -0.3049
10 H -1.6643 -2.3379 -1.6808
11 H -0.1554 -0.5317 -1.8717
12 H 1.2914 -1.8295 0.2684
13 H 1.3044 -0.2136 0.0031

total charge	-2
energy	-571.89336	hartree
LUMO level (spin up / spin down)	6.31 / 6.27	eV
multiplicity	2
gap between HOMO and LUMO (spin up / spin down)	2.11 / 6.42	eV
expectation value of S²	0.751
largest force on an atom	1.193	eV/Å
HOMO (spin up / spin down)	0.1545 / -0.0055	hartree

***

[13]
Below is a gas-phase ion, C3H8NS (charge +1) at a distorted geometry, with properties calculated with ωB97M-V with the def2-TZVPD basis set.

Element x y z (Å)
1 C 1.1704 -0.5904 -1.3027
2 C -0.0184 -0.4668 -2.1552
3 C -0.7381 0.4530 1.6348
4 N -0.6778 0.8730 2.8647
5 S 0.7223 0.0798 0.7922
6 H 1.9568 0.1415 -1.4263
7 H 1.5077 -1.5833 -1.0346
8 H -0.8475 -1.0685 -1.7893
9 H -0.3282 0.5690 -2.2811
10 H -1.7008 0.3491 1.1486
11 H 0.2202 0.9542 3.3246
12 H 0.2452 -0.8422 -3.1480
13 H -1.5119 1.1315 3.3724

total charge	+1
energy	-571.74730	hartree
LUMO level	-4.69	eV
gap between HOMO and LUMO	9.68	eV
largest force on an atom	2.050	eV/Å
HOMO	-0.5280	hartree

***

[14]
Below is a molecular structure, C3H8NS2 at a distorted geometry, with properties calculated with ωB97M-V with the def2-TZVPD basis set.

Element x y z (Å)
1 C -0.5768 -0.9051 -1.4305
2 C -0.8775 0.1208 -0.6104
3 C 1.2591 0.7472 0.9222
4 N 0.8175 -0.5314 1.0909
5 S -2.0426 0.3320 0.6697
6 S 0.0632 1.6576 -0.5516
7 H -1.1709 -1.6864 -1.2572
8 H 0.0647 -1.0244 -2.2140
9 H 2.2211 0.9198 0.5271
10 H 0.8380 1.3252 1.7853
11 H -0.0620 -0.6005 1.5729
12 H 1.3739 -1.3349 0.8883
13 H -2.7027 -0.7353 0.2837
14 H 0.7952 1.7153 -1.6764

total charge	+1
energy	-969.88206	hartree
LUMO level	-3.95	eV
gap between HOMO and LUMO	9.62	eV
largest force on an atom	4.554	eV/Å
HOMO	-0.4984	hartree

***

[15]
Below is 2 unconnected molecules or ions with the total composition C3H8NS2 at a distorted geometry, with properties calculated with ωB97M-V with the def2-TZVPD basis set.

Element x y z (Å)
1 C -1.2005 -0.7706 -0.0169
2 C -1.5518 0.3009 1.0302
3 C -0.1499 1.0361 -0.9130
4 N 0.0026 -0.2364 -0.7026
5 S -1.4985 1.8282 -0.0721
6 S 3.0050 -0.1323 -0.6208
7 H -1.0913 -1.7108 0.4543
8 H -1.9693 -0.8227 -0.7610
9 H -2.5377 0.1754 1.4671
10 H -0.8002 0.4967 1.8173
11 H 0.4425 1.7670 -1.4833
12 H 0.8725 -0.7905 -0.7324
13 H 3.6647 -1.1952 -0.1265
14 H 2.8121 0.0541 0.6597

total charge	+1
energy	-969.95195	hartree
LUMO level	-4.79	eV
gap between HOMO and LUMO	9.22	eV
largest force on an atom	2.086	eV/Å
HOMO	-0.5149	hartree

***

[16]
Below is a gas-phase ion, C3H8NS2 (charge +1) at a distorted geometry, with properties calculated with ωB97M-V with the def2-TZVPD basis set.

Element x y z (Å)
1 C -0.7856 -1.4948 0.4058
2 C 0.2856 -0.6861 -0.2261
3 C 0.7741 0.3503 0.4201
4 N 1.5986 1.3976 -0.1492
5 S -2.4655 -0.6362 -0.2605
6 S -2.4737 1.2155 0.4497
7 H -0.6807 -2.6679 0.2149
8 H -0.8917 -1.2189 1.5007
9 H 0.4658 -0.9041 -1.3612
10 H 0.5525 0.5290 1.4846
11 H 1.9111 1.1922 -1.0744
12 H 1.1228 2.3065 -0.2298
13 H 2.3965 1.4070 0.4014
14 H -1.8100 -0.7900 -1.5759

total charge	+1
energy	-969.89003	hartree
LUMO level	-3.83	eV
gap between HOMO and LUMO	8.39	eV
largest force on an atom	2.821	eV/Å
HOMO	-0.4492	hartree

***

[17]
Below is 2 unconnected molecules or ions with the total composition C3H8O at a distorted geometry, with properties calculated with ωB97M-V with the def2-TZVPD basis set.

Element x y z (Å)
1 C 1.9760 -0.2098 -0.2964
2 O 1.9272 -0.1570 0.9231
3 H 1.4320 0.6320 -0.9933
4 H 2.4686 -1.0356 -0.8437
5 C -1.0180 0.4546 -0.4802
6 C -0.9140 -0.3423 0.8109
7 H -2.0411 0.8304 -0.5337
8 H -0.3897 1.3493 -0.4242
9 H -0.8173 -0.0703 -1.4943
10 H -1.8620 -0.8944 0.9765
11 H -0.7229 0.4506 1.6286
12 H -0.0388 -1.0076 0.7267

SMILES string	C=O.CC
energy	-194.27512	hartree
LUMO level	0.67	eV
gap between HOMO and LUMO	10.87	eV
largest force on an atom	2.772	eV/Å
HOMO	-0.3750	hartree

***

[18]
Below is 2 unconnected molecules or ions with the total composition C3H8O at a distorted geometry, with properties calculated with ωB97M-V with the def2-TZVPD basis set.

Element x y z (Å)
1 C -1.6237 3.7035 -1.9458
2 C -1.5998 3.1186 -3.3215
3 O -1.7430 3.7807 -4.3223
4 H -2.6326 3.6229 -1.5628
5 H -1.2485 4.7212 -2.0766
6 H -0.9047 3.1303 -1.3568
7 H -1.4382 2.0319 -3.4399
8 C 2.2809 -4.8191 3.5493
9 H 3.3080 -4.8663 3.8952
10 H 1.9986 -5.5143 2.7661
11 H 1.8547 -3.8467 3.3286
12 H 1.7483 -5.0627 4.4864

SMILES string	CC=O.C
energy	-194.30902	hartree
LUMO level	1.12	eV
gap between HOMO and LUMO	11.02	eV
largest force on an atom	1.895	eV/Å
HOMO	-0.3641	hartree

***

[19]
Below is 3 unconnected molecules or ions with the total composition C3H8O, with properties calculated with ωB97M-V with the def2-TZVPD basis set.

Element x y z (Å)
1 H 1.5674 0.0863 1.1716
2 H 1.7516 0.1138 1.8932
3 C 0.8011 -0.6475 -1.3659
4 C -0.1082 0.2699 -1.6793
5 H 1.8153 -0.6129 -1.7576
6 H 0.5563 -1.4793 -0.7087
7 H -1.1189 0.2072 -1.2818
8 H 0.1215 1.0993 -2.3444
9 C -1.3430 0.2473 1.5224
10 O -1.9227 -0.5863 0.8730
11 H -0.7999 1.0870 1.0481
12 H -1.3206 0.2153 2.6293

SMILES string	[H][H].C=C.C=O
energy	-194.23962	hartree
LUMO level	0.83	eV
gap between HOMO and LUMO	10.94	eV
largest force on an atom	0.554	eV/Å
HOMO	-0.3715	hartree

***

[20]
Below is a single C3H8O molecule at a distorted geometry, with properties calculated with ωB97M-V with the def2-TZVPD basis set.

Element x y z (Å)
1 C -1.1139 -0.5887 0.5152
2 C -0.1035 0.2465 -0.2316
3 C 1.3484 -0.1134 -0.0271
4 O -0.3241 1.6394 -0.0341
5 H -2.1216 -0.2122 0.3074
6 H -1.0273 -1.6148 0.1489
7 H -0.9572 -0.5698 1.5978
8 H -0.3141 0.1120 -1.3216
9 H 1.4892 -1.1284 -0.4066
10 H 1.9746 0.5803 -0.5993
11 H 1.6580 -0.0664 1.0216
12 H -0.5085 1.7154 -0.9708

SMILES string	CC(C)O
energy	-194.31656	hartree
LUMO level	0.94	eV
gap between HOMO and LUMO	11.27	eV
largest force on an atom	2.150	eV/Å
HOMO	-0.3796	hartree